--- i ---
This record from the OMol25 dataset describes one molecule with the formula C6H9NO. The level of theory is ωB97M-V with the def2-TZVPD basis set.

Geometry as ORCA input:
```
! RIJCOSX wB97M-V def2-TZVPD def2/J DEFGRID3
* xyz 0 1
H 0.960 -2.179 0.507
N 0.578 -1.602 1.263
C -0.363 -0.831 0.837
C -1.070 0.086 1.799
C -0.948 -0.984 -0.572
C -0.626 -0.072 -1.484
C 0.236 1.082 -1.059
C 1.703 0.825 -0.823
O -0.232 2.218 -1.125
H -0.414 0.927 2.037
H -1.296 -0.453 2.723
H -2.000 0.469 1.369
H -1.621 -1.819 -0.714
H -1.107 0.014 -2.451
H 1.970 1.172 0.178
H 2.280 1.380 -1.568
H 1.948 -0.235 -0.916
*
```

SMILES   [H]/N=C(C)\C=C/C(C)=O
HOMO energy   -9.7 eV

In elementary charge units, the Mulliken charges are:
1. H 0.2983
2. N -0.6602
3. C 0.5296
4. C -1.1167
5. C -0.5119
6. C -0.3451
7. C 0.5891
8. C -0.9397
9. O -0.5491
10. H 0.2414
11. H 0.3973
12. H 0.3197
13. H 0.4205
14. H 0.4019
15. H 0.2685
16. H 0.3734
17. H 0.2828

---

--- ii ---
This record from the OMol25 dataset describes one molecule with the formula C6H9NO. The level of theory is ωB97M-V with the def2-TZVPD basis set.

Geometry as ORCA input:
```
! RIJCOSX wB97M-V def2-TZVPD def2/J DEFGRID3
* xyz 0 1
C 1.082 1.150 2.014
C 0.590 1.313 0.846
C -0.158 0.949 -0.377
N -0.408 1.945 -1.267
C 0.132 -0.713 -0.654
C 1.082 -1.560 0.176
C -1.022 -0.207 -0.005
O -2.110 -0.131 -0.977
H 1.987 0.791 2.923
H -0.593 2.692 -0.600
H -0.927 1.607 -2.082
H -0.132 -1.493 -1.697
H 2.095 -1.035 0.505
H 0.651 -1.292 1.255
H 1.089 -2.634 -0.096
H -1.076 -0.229 1.265
H -2.284 -1.154 -1.229
*
```

SMILES   C#C[C@@]1(N)[C@@H](C)[C@@H]1O
HOMO energy   -8.2 eV

In elementary charge units, the Mulliken charges are:
1. C -0.3219
2. C -0.3896
3. C 0.7523
4. N -0.6080
5. C -0.2715
6. C -0.9781
7. C -0.0954
8. O -0.5441
9. H 0.2904
10. H 0.2793
11. H 0.2618
12. H 0.3086
13. H 0.2547
14. H 0.1453
15. H 0.3478
16. H 0.2223
17. H 0.3460

---

Stability ranking, top entry: i; the second entry is 656.9 kJ/mol less favorable.

---

--- i ---
This record from the OMol25 dataset describes a 2-piece molecular cluster, C6H9NO overall. The level of theory is ωB97M-V with the def2-TZVPD basis set.

Geometry as ORCA input:
```
! RIJCOSX wB97M-V def2-TZVPD def2/J DEFGRID3
* xyz 0 1
N 2.208 0.774 0.529
C 1.095 0.233 -0.080
C 0.501 -0.928 0.428
C -0.759 -1.327 0.009
C -1.330 -0.651 -1.070
C -0.636 0.357 -1.713
C 0.601 0.803 -1.248
H 2.597 1.590 0.103
H 2.740 0.335 1.252
H 1.063 -1.441 1.203
H -1.238 -2.087 0.606
H -2.242 -1.057 -1.497
H -1.103 0.819 -2.572
H 1.089 1.583 -1.823
O -1.549 0.492 2.195
H -1.487 0.899 1.335
H -1.334 -0.423 2.352
*
```

SMILES   Nc1ccccc1.O
HOMO energy   -8.0 eV

In elementary charge units, the Mulliken charges are:
1. N -0.4873
2. C 1.1359
3. C -0.7067
4. C -0.6729
5. C -0.4969
6. C -0.3920
7. C -0.4641
8. H 0.1778
9. H 0.1771
10. H 0.2359
11. H 0.4717
12. H 0.3491
13. H 0.3710
14. H 0.2938
15. O -0.6418
16. H 0.3175
17. H 0.3319

---

--- ii ---
This record from the OMol25 dataset describes a 2-piece molecular cluster, C6H9NO overall. The level of theory is ωB97M-V with the def2-TZVPD basis set.

Geometry as ORCA input:
```
! RIJCOSX wB97M-V def2-TZVPD def2/J DEFGRID3
* xyz 0 1
C 2.456 0.764 0.348
C 2.244 0.064 -0.910
C 1.148 0.469 -1.619
N 0.162 1.175 -0.990
C 0.128 1.602 0.141
C 1.417 1.464 0.857
H 3.281 0.725 0.998
H 2.979 -0.702 -1.222
H 0.812 -0.205 -2.487
H -0.867 2.047 0.605
H 1.467 1.967 1.785
C -2.872 -1.601 0.425
O -3.177 -2.732 1.249
H -3.583 -1.397 -0.298
H -2.778 -0.512 0.839
H -1.975 -1.928 -0.285
H -2.187 -2.924 1.554
*
```

SMILES   c1ccncc1.CO
HOMO energy   -9.1 eV

In elementary charge units, the Mulliken charges are:
1. C -0.2976
2. C -0.2693
3. C -0.3029
4. N -0.4295
5. C 0.0328
6. C -0.4095
7. H 0.4006
8. H 0.3412
9. H 0.2691
10. H 0.2978
11. H 0.3694
12. C -0.5491
13. O -0.4949
14. H 0.3176
15. H 0.1761
16. H 0.1992
17. H 0.3491

---

--- iii ---
This record from the OMol25 dataset describes C6H9NO as an isolated structure. The level of theory is ωB97M-V with the def2-TZVPD basis set.

Geometry as ORCA input:
```
! RIJCOSX wB97M-V def2-TZVPD def2/J DEFGRID3
* xyz 0 1
C -1.183 -1.352 -0.875
C -0.362 -0.525 0.051
C 0.300 -0.758 1.212
C 0.854 0.652 1.472
C 1.391 0.931 0.053
C 0.023 1.010 -0.287
H -0.672 -0.340 -2.510
H -2.191 -0.990 -0.873
H -0.872 -2.409 -0.718
H 0.274 -1.609 1.886
H 1.493 0.755 2.357
H 2.085 1.800 -0.132
H 2.021 0.032 -0.307
H -0.335 1.589 -1.192
H -1.115 1.082 1.506
N -0.273 1.501 1.167
O -0.615 -1.270 -2.244
*
```

HOMO energy   -8.5 eV

In elementary charge units, the Mulliken charges are:
1. C -0.5417
2. C 0.1830
3. C -0.6368
4. C -0.2408
5. C -0.4801
6. C -0.0624
7. H 0.2851
8. H 0.2292
9. H 0.2987
10. H 0.4220
11. H 0.4589
12. H 0.2671
13. H 0.2094
14. H 0.5002
15. H 0.3213
16. N -0.6989
17. O -0.5141

---

--- iv ---
This record from the OMol25 dataset describes one molecule with the formula C6H9NO. The level of theory is ωB97M-V with the def2-TZVPD basis set.

Geometry as ORCA input:
```
! RIJCOSX wB97M-V def2-TZVPD def2/J DEFGRID3
* xyz 0 1
C -1.063 1.293 -1.044
C -1.049 1.406 0.476
C -0.100 0.928 1.233
C -0.245 -0.604 -2.345
C -0.059 -1.096 -0.913
C 1.093 -0.546 2.806
N 0.718 0.574 2.034
O -1.160 -0.129 -1.443
H -1.978 1.765 -1.462
H -0.265 1.723 -1.618
H -1.883 1.790 0.981
H 0.547 0.018 -2.722
H -0.847 -1.205 -3.057
H -0.763 -1.962 -0.697
H 1.429 -1.273 2.123
H 0.380 -0.703 3.578
H 1.983 -0.268 3.359
*
```

HOMO energy   -7.8 eV

In elementary charge units, the Mulliken charges are:
1. C -0.3107
2. C -1.0520
3. C 0.8528
4. C -0.1911
5. C -0.6060
6. C -0.8039
7. N -0.2874
8. O -0.0253
9. H 0.2506
10. H 0.2689
11. H 0.3531
12. H 0.2852
13. H 0.2096
14. H 0.1104
15. H 0.3522
16. H 0.3151
17. H 0.2787

---

Stability ranking, top entry: i; the second entry is 263.4 kJ/mol less favorable.

---

--- i ---
This record from the OMol25 dataset describes C6H9NO as an isolated structure. The level of theory is ωB97M-V with the def2-TZVPD basis set.

Geometry as ORCA input:
```
! RIJCOSX wB97M-V def2-TZVPD def2/J DEFGRID3
* xyz 0 1
C 0.299 2.573 0.122
C -0.311 -1.638 -0.264
C 0.330 -0.214 -0.230
C -0.310 0.243 0.988
C -0.629 1.424 0.355
C 0.338 -2.734 0.121
O -1.587 -1.680 -0.730
N 1.443 0.009 -0.832
H -1.820 -0.816 -1.094
H 1.935 -0.843 -1.098
H -0.937 -0.309 1.673
H -1.674 1.725 0.414
H -0.009 -3.711 -0.174
H 1.311 -2.663 0.578
H -0.091 3.222 -0.662
H 0.425 3.162 1.031
H 1.287 2.250 -0.199
*
```

HOMO energy   -8.3 eV

In elementary charge units, the Mulliken charges are:
1. C -1.0734
2. C 0.4465
3. C 0.3673
4. C -0.4181
5. C -0.0440
6. C -0.9771
7. O -0.5199
8. N -0.7393
9. H 0.3613
10. H 0.2883
11. H 0.3241
12. H 0.3819
13. H 0.2999
14. H 0.3390
15. H 0.3217
16. H 0.2966
17. H 0.3452

---

--- ii ---
This record from the OMol25 dataset describes C6H9NO as an isolated structure. The level of theory is ωB97M-V with the def2-TZVPD basis set.

Geometry as ORCA input:
```
! RIJCOSX wB97M-V def2-TZVPD def2/J DEFGRID3
* xyz 0 1
C -1.980 0.630 -0.077
C -0.750 -0.132 -0.382
C -0.022 -0.845 0.776
C 1.528 -0.652 0.493
C 1.669 0.934 0.134
C 0.623 0.325 -0.928
H -2.586 -0.236 0.425
H -2.560 1.031 -1.031
H -1.634 1.416 0.768
H -1.373 -2.009 -0.273
H -0.597 -0.868 1.611
H 2.420 -0.950 1.078
H 1.333 1.837 0.811
H 2.721 1.452 -0.212
H 0.318 0.568 -1.883
N -0.507 -1.631 -0.391
O 1.398 -0.871 -0.919
*
```

HOMO energy   -8.6 eV

In elementary charge units, the Mulliken charges are:
1. C -0.9087
2. C 0.4907
3. C -0.7499
4. C -0.0263
5. C -0.8687
6. C -0.0734
7. H 0.2633
8. H 0.2744
9. H 0.2444
10. H 0.2454
11. H 0.6587
12. H 0.4437
13. H 0.2208
14. H 0.2407
15. H 0.5672
16. N -0.5914
17. O -0.4309

---

--- iii ---
This record from the OMol25 dataset describes C6H9NO as an isolated structure. The level of theory is ωB97M-V with the def2-TZVPD basis set.

Geometry as ORCA input:
```
! RIJCOSX wB97M-V def2-TZVPD def2/J DEFGRID3
* xyz 0 1
C 0.623 0.091 -0.498
C -0.132 0.691 -1.672
C -0.559 -1.279 0.723
C -0.680 0.109 0.924
N 1.915 0.596 -0.345
C 0.472 -1.331 -0.182
C -1.107 1.041 1.749
O -1.401 -2.242 1.179
H -1.237 -3.063 0.698
H 2.275 1.215 -1.057
H 2.209 0.884 0.576
H 1.185 -2.121 -0.379
H -0.255 1.768 -1.546
H 0.433 0.518 -2.595
H -1.112 0.234 -1.770
H -1.121 2.087 1.468
H -1.509 0.801 2.728
*
```

HOMO energy   -8.2 eV

In elementary charge units, the Mulliken charges are:
1. C 1.2317
2. C -1.3667
3. C 0.6603
4. C -0.1194
5. N -0.5869
6. C -1.2466
7. C -0.8215
8. O -0.5401
9. H 0.3240
10. H 0.2134
11. H 0.2185
12. H 0.3650
13. H 0.3231
14. H 0.4371
15. H 0.3677
16. H 0.2569
17. H 0.2834

---

--- iv ---
This record from the OMol25 dataset describes one molecule with the formula C6H9NO. The level of theory is ωB97M-V with the def2-TZVPD basis set.

Geometry as ORCA input:
```
! RIJCOSX wB97M-V def2-TZVPD def2/J DEFGRID3
* xyz 0 1
O 2.015 -0.931 0.076
C 0.778 -0.365 -0.004
C 0.394 0.697 1.095
C -0.649 1.374 0.069
C 0.568 0.908 -0.979
C -1.392 0.174 -0.285
N -1.586 -1.089 0.493
C -0.551 -0.972 -0.548
H 2.455 -0.106 0.329
H -0.183 0.468 2.012
H 1.105 1.423 1.289
H -0.920 2.549 0.221
H 0.182 0.550 -1.882
H 1.591 1.596 -0.982
H -2.101 0.203 -1.005
H -1.304 -0.952 1.503
H -0.726 -1.557 -1.630
*
```

SMILES   O[C@]12C[C@H](C1)[C@@H]1N[C@@H]12
HOMO energy   -8.8 eV

In elementary charge units, the Mulliken charges are:
1. O -0.5575
2. C 0.1552
3. C -0.8285
4. C -0.1589
5. C -0.3894
6. C -0.4783
7. N -0.7322
8. C -0.2224
9. H 0.3704
10. H 0.2592
11. H 0.4482
12. H 0.3258
13. H 0.3441
14. H 0.2362
15. H 0.5783
16. H 0.3392
17. H 0.3107

---

Stability ranking, top entry: iii; the second entry is 200.1 kJ/mol less favorable.

---

--- i ---
This record from the OMol25 dataset describes one molecule with the formula C6H9NO. The level of theory is ωB97M-V with the def2-TZVPD basis set.

Geometry as ORCA input:
```
! RIJCOSX wB97M-V def2-TZVPD def2/J DEFGRID3
* xyz 0 1
C -0.407 -0.704 -1.019
C 0.133 0.497 0.645
C 1.372 -0.103 0.182
C -0.979 -0.549 0.248
C 2.599 0.767 0.232
C -2.393 -0.021 0.430
N -0.239 -0.826 -2.230
O -0.189 1.613 1.031
H 1.425 -1.117 0.269
H -0.925 -1.385 0.846
H 2.258 1.720 0.535
H 3.196 0.685 -0.671
H 3.301 0.442 0.944
H -2.251 1.031 0.702
H -2.979 -0.556 1.199
H -2.968 -0.149 -0.515
H -0.953 -1.346 -2.828
*
```

HOMO energy (spin up / spin down)   -8.0 / -8.0 eV

In elementary charge units, the Mulliken charges are:
1. C 0.1623
2. C 0.5444
3. C -0.3810
4. C 0.2869
5. C -1.2796
6. C -1.1810
7. N -0.4894
8. O -0.6787
9. H 0.4450
10. H 0.3813
11. H 0.3518
12. H 0.3222
13. H 0.3381
14. H 0.3109
15. H 0.2966
16. H 0.2837
17. H 0.2866

---

--- ii ---
This record from the OMol25 dataset describes one molecule with the formula C6H9NO. The level of theory is ωB97M-V with the def2-TZVPD basis set.

Geometry as ORCA input:
```
! RIJCOSX wB97M-V def2-TZVPD def2/J DEFGRID3
* xyz 0 1
C 1.440 0.453 1.920
C 1.169 -0.554 1.095
C 0.895 -0.723 -0.482
C 1.014 -1.861 -1.139
C -0.178 0.250 -0.365
O 0.180 1.589 -0.334
N -1.344 -0.129 -0.783
C -2.467 0.764 -0.666
H 0.974 1.426 1.890
H 2.029 0.312 2.812
H 1.602 -1.505 1.395
H 0.278 -2.135 -1.880
H 1.667 -2.642 -0.778
H 1.050 1.729 -0.728
H -2.731 0.969 0.378
H -2.266 1.732 -1.140
H -3.313 0.325 -1.194
*
```

SMILES   C=CC(=C)/C(O)=N/C
HOMO energy (spin up / spin down)   -9.0 / -9.0 eV

In elementary charge units, the Mulliken charges are:
1. C -0.7004
2. C -0.2168
3. C 0.3584
4. C -0.8209
5. C 0.5882
6. O -0.5507
7. N -0.4828
8. C -0.8206
9. H 0.2795
10. H 0.2809
11. H 0.2881
12. H 0.3042
13. H 0.2728
14. H 0.3774
15. H 0.2612
16. H 0.2899
17. H 0.2916

---

--- iii ---
This record from the OMol25 dataset describes a 2-piece molecular cluster, C6H9NO overall. The level of theory is ωB97M-V with the def2-TZVPD basis set.

Geometry as ORCA input:
```
! RIJCOSX wB97M-V def2-TZVPD def2/J DEFGRID3
* xyz 0 1
N 2.002 0.126 -1.572
C 0.982 -0.035 -0.572
C 0.532 -1.342 -0.269
C -0.332 -1.505 1.009
C -0.974 -0.433 1.592
C -0.461 0.899 1.269
C 0.628 1.141 0.192
H 2.684 -0.545 -1.500
H 2.200 1.066 -1.905
H 1.028 -2.272 -0.561
H -0.453 -2.552 1.367
H 0.010 1.175 2.194
H -1.266 1.615 1.183
H 1.006 2.117 -0.201
H -3.245 0.424 -0.856
H -1.972 -0.085 -0.277
O -2.369 0.205 -1.094
*
```

HOMO energy   -7.4 eV

In elementary charge units, the Mulliken charges are:
1. N -0.5314
2. C 0.9407
3. C -0.4311
4. C -0.0665
5. C -1.1691
6. C -0.5342
7. C -0.3799
8. H 0.1917
9. H 0.1916
10. H 0.3904
11. H 0.3138
12. H 0.5265
13. H 0.3761
14. H 0.2190
15. H 0.2764
16. H 0.3267
17. O -0.6405

---

Stability ranking, top entry: i; the second entry is 39.6 kJ/mol less favorable.

---

--- i ---
This record from the OMol25 dataset describes one molecule with the formula C6H9NO. The level of theory is ωB97M-V with the def2-TZVPD basis set.

Geometry as ORCA input:
```
! RIJCOSX wB97M-V def2-TZVPD def2/J DEFGRID3
* xyz 0 1
O -0.743 2.521 0.250
C -0.415 1.517 -0.599
C -1.641 0.498 -0.680
C -1.058 -0.756 -0.723
C 0.311 -0.797 -0.137
C 0.699 -1.724 1.046
N 1.417 -1.494 -0.246
C 0.585 0.668 0.196
H -0.177 3.181 0.122
H 0.136 1.710 -1.645
H -2.650 1.094 -0.714
H -1.826 -1.567 -0.379
H 1.415 -1.461 1.940
H 0.196 -2.650 1.337
H 1.425 -2.411 -0.866
H 1.688 0.891 -0.157
H 0.638 0.781 1.253
*
```

SMILES   O[C@@H]1C=C[C@]2(CN2)C1
HOMO energy   -8.6 eV

In elementary charge units, the Mulliken charges are:
1. O -0.5071
2. C 0.2741
3. C -0.3236
4. C -0.7255
5. C 1.4901
6. C -0.8599
7. N -0.5970
8. C -1.1377
9. H 0.2935
10. H 0.2829
11. H 0.3097
12. H 0.1891
13. H 0.1947
14. H 0.2763
15. H 0.3076
16. H 0.2137
17. H 0.3190

---

--- ii ---
This record from the OMol25 dataset describes one molecule with the formula C6H9NO. The level of theory is ωB97M-V with the def2-TZVPD basis set.

Geometry as ORCA input:
```
! RIJCOSX wB97M-V def2-TZVPD def2/J DEFGRID3
* xyz 0 1
O -2.610 -0.268 -0.746
C -1.892 -0.500 0.238
C -0.587 0.141 0.797
C -0.168 1.459 0.139
C 1.505 1.264 -0.369
C 1.165 -0.297 -0.646
N 1.857 -1.435 -0.108
C 0.815 -0.550 0.676
H -2.450 -1.076 1.137
H -0.844 0.107 1.846
H -0.996 1.403 -0.757
H -0.277 2.294 0.868
H 1.628 1.897 -1.189
H 2.229 1.380 0.472
H 0.396 -0.527 -1.481
H 1.580 -2.399 -0.384
H 1.588 0.007 1.203
*
```

SMILES   O=C[C@@H]1CC[C@H]2N[C@H]12
HOMO energy   -9.2 eV

In elementary charge units, the Mulliken charges are:
1. O -0.4792
2. C -0.1114
3. C 0.1252
4. C -0.6235
5. C -0.7894
6. C 0.1673
7. N -0.6282
8. C -0.2708
9. H 0.2327
10. H 0.3869
11. H 0.2965
12. H 0.3133
13. H 0.4206
14. H 0.2447
15. H 0.2319
16. H 0.2735
17. H 0.2100

---

--- iii ---
This record from the OMol25 dataset describes a 2-piece molecular cluster, C6H9NO overall. The level of theory is ωB97M-V with the def2-TZVPD basis set.

Geometry as ORCA input:
```
! RIJCOSX wB97M-V def2-TZVPD def2/J DEFGRID3
* xyz 0 1
C -1.867 -0.759 -1.420
C -0.766 -0.507 -0.453
C -0.829 -0.253 0.817
C 0.154 0.028 1.912
C 1.382 0.593 1.785
C 0.695 -0.593 -0.844
H -1.516 -0.326 -2.416
H -1.967 -1.738 -1.696
H -2.931 -0.044 -1.175
H -1.953 0.037 1.124
H -0.003 -0.185 3.078
H 1.761 1.044 0.837
H 1.831 1.202 2.783
H 2.548 0.971 -1.157
H 0.854 1.468 -1.055
N 1.088 0.600 -1.689
O 1.518 -1.537 -0.431
*
```

HOMO energy   -9.3 eV

In elementary charge units, the Mulliken charges are:
1. C -1.1613
2. C 0.7784
3. C -0.0391
4. C -0.1869
5. C -0.5927
6. C 0.0947
7. H 0.3414
8. H 0.3370
9. H 0.2806
10. H 0.1813
11. H 0.2302
12. H -0.0253
13. H 0.2385
14. H 0.3495
15. H 0.3821
16. N -0.6888
17. O -0.5194

---

Stability ranking, top entry: i; the second entry is 131.2 kJ/mol less favorable.